[1]
21
Properties=species:S:1:pos:R:3 method="wB97M-V/def2-TZVPD" homo_ev=-9.1 gap_ha=0.3208 mol_weight_g_mol=167.6 de_lowest_kj_mol=333.4 charge=0
C -1.417 1.017 -2.025
C 0.060 0.674 -1.735
C 0.507 0.713 -0.318
Cl 0.342 2.253 0.649
C 1.718 0.015 0.063
C 2.126 -0.564 1.215
C 1.160 -0.778 2.268
C -0.167 -0.822 2.117
C -0.934 -0.345 0.894
C -1.579 -1.358 0.324
N -2.019 -2.272 -0.234
H -2.015 0.362 -1.419
H -1.620 0.851 -3.198
H -1.787 2.010 -1.957
H 0.691 1.348 -2.253
H 0.098 -0.345 -2.096
H 2.412 0.182 -0.807
H 3.159 -0.996 1.133
H 1.549 -1.222 3.201
H -0.724 -1.223 2.971
H -1.560 0.499 1.206


[2]
16
Properties=species:S:1:pos:R:3 method="wB97M-V/def2-TZVPD" homo_ev="-14.5 / -14.3" gap_ha="0.2913 / 0.2964" mol_weight_g_mol=84.1 de_lowest_kj_mol=542.0 charge=+1
C 1.037 -0.592 0.002
C -0.305 -0.620 0.510
C 2.318 -0.027 -0.050
C -1.442 -1.399 -0.128
C -0.896 1.640 -0.180
N -0.280 0.757 0.722
H -0.011 -1.111 1.474
H 2.559 0.695 0.738
H 2.386 0.515 -1.004
H 3.070 -0.824 -0.121
H -1.374 -2.453 0.123
H -1.416 -1.306 -1.213
H -2.390 -1.008 0.239
H -1.293 1.190 -1.095
H -0.228 2.475 -0.401
H -1.736 2.067 0.385


[3]
12
Properties=species:S:1:pos:R:3 method="wB97M-V/def2-TZVPD" homo_ev=-8.8 gap_ha=0.3519 mol_weight_g_mol=90.1 de_lowest_kj_mol=501.5 smiles="CON(N)C=O" charge=0
C -1.303 -0.492 0.085
O -0.392 -0.798 -1.018
N 0.824 -0.040 -0.832
N 0.667 1.321 -0.620
C 2.054 -0.785 0.065
O 2.938 -0.138 0.506
H -2.194 -0.995 -0.132
H -1.548 0.577 0.160
H -0.752 -0.714 0.960
H 0.285 1.608 0.280
H 1.212 2.067 -1.244
H 1.875 -1.867 0.100


[4]
52
Properties=species:S:1:pos:R:3 method="wB97M-V/def2-TZVPD" homo_ev=-13.8 gap_ha=0.4103 mol_weight_g_mol=307.3 de_lowest_kj_mol=327.4 charge=+1
O 1.898 -0.572 2.193
H -0.357 -3.083 1.323
H 2.757 -0.751 1.774
O -0.779 0.129 1.025
H -1.375 1.622 4.473
H 1.740 0.375 2.137
O -2.004 -3.226 -2.040
H -2.060 -3.648 -2.900
H -2.720 -2.610 -1.855
O -2.656 -0.651 -1.970
H -1.793 -0.231 -2.192
H 1.041 4.038 -3.125
O -0.397 -4.618 -0.270
H -0.054 -0.045 -2.609
O 1.256 3.489 1.135
H 1.336 3.532 0.187
H 1.803 4.050 1.675
O 3.314 1.555 0.654
H 3.847 1.268 -0.093
H 3.979 2.035 1.171
O -0.458 0.753 -2.229
H -1.182 -4.083 -0.525
H 0.170 1.468 -2.397
O -3.060 2.046 3.134
H 0.119 -2.523 -2.110
H -2.366 1.645 2.587
O -0.211 5.116 -1.559
H -0.141 4.169 -1.485
H -1.077 5.511 -1.623
O -2.906 -1.740 0.735
H -3.782 -1.432 0.506
H -2.146 -1.558 0.202
O -0.513 1.214 4.260
H 0.405 -1.890 -3.467
H 0.018 1.710 4.905
O 4.921 -1.497 -1.830
H 4.680 -0.593 -1.621
H 4.337 -1.799 -2.528
O 0.561 -2.826 1.420
H 1.088 -3.587 1.163
H -0.458 1.036 0.965
O 0.900 3.075 -3.044
H 0.488 2.921 -3.912
H -0.883 -0.235 0.147
O 0.585 -1.782 -2.531
H -2.971 -0.994 -2.814
H 0.508 -1.580 2.939
O -0.364 -1.108 3.125
H -0.353 -0.094 3.242
H -0.731 -1.182 2.170
H -0.198 -5.153 -1.051
H -3.754 2.335 2.533


[5]
52
Properties=species:S:1:pos:R:3 method="wB97M-V/def2-TZVPD" homo_ev=-7.9 gap_ha=0.2965 mol_weight_g_mol=382.5 de_lowest_kj_mol=328.4 smiles="COc1cc(/C=N/NC(=S)NCCN2CCOCC2)cc(OC)c1OC" charge=0
C -2.761 -3.263 0.318
O -1.910 -2.136 0.348
C -2.379 -0.866 0.224
C -1.370 0.090 0.202
C -1.648 1.442 0.065
C -0.584 2.418 0.002
N 0.631 2.063 0.161
N 1.631 2.942 0.055
C 2.930 2.521 0.168
S 4.151 3.564 -0.206
N 3.075 1.269 0.623
C 4.292 0.509 0.532
C 4.312 -0.436 -0.694
N 3.594 -1.684 -0.586
C 2.166 -1.580 -0.356
C 1.528 -2.950 -0.602
O 2.092 -3.928 0.243
C 3.484 -4.008 0.053
C 4.165 -2.662 0.318
C -2.980 1.850 -0.026
C -4.004 0.920 0.024
O -5.328 1.261 -0.010
C -5.675 2.620 -0.110
C -3.720 -0.459 0.125
O -4.709 -1.412 0.181
C -5.801 -1.316 -0.712
H -2.098 -4.115 0.473
H -3.508 -3.228 1.112
H -3.261 -3.365 -0.648
H -0.352 -0.249 0.274
H -0.858 3.458 -0.201
H 1.472 3.916 -0.203
H 2.201 0.775 0.757
H 5.111 1.226 0.443
H 4.422 -0.066 1.453
H 5.352 -0.684 -0.916
H 3.904 0.110 -1.550
H 1.742 -0.849 -1.046
H 1.936 -1.290 0.685
H 0.462 -2.920 -0.373
H 1.678 -3.235 -1.654
H 3.845 -4.769 0.747
H 3.703 -4.319 -0.980
H 5.236 -2.748 0.126
H 4.012 -2.395 1.379
H -3.198 2.902 -0.115
H -5.306 3.194 0.745
H -5.304 3.065 -1.039
H -6.764 2.642 -0.113
H -6.193 -2.330 -0.802
H -5.483 -0.961 -1.696
H -6.580 -0.657 -0.326


[6]
64
Properties=species:S:1:pos:R:3 method="wB97M-V/def2-TZVPD" homo_ev=-9.3 gap_ha=0.3611 mol_weight_g_mol=416.6 charge=0
C 3.472 1.346 2.130
N 3.693 1.618 0.713
C 3.715 0.490 -0.180
C 2.439 0.293 -1.026
C 2.607 -1.000 -1.829
C 1.386 -1.858 -2.126
C 0.740 -2.649 -0.972
C 1.528 -2.742 0.326
C 0.698 -3.404 1.429
C -0.503 -2.599 1.903
C -0.214 -1.221 2.500
C -1.416 -0.298 2.320
C -1.337 1.006 3.133
C -1.773 2.219 2.331
O -2.962 1.898 1.633
C -3.420 2.940 0.788
C 1.130 0.517 -0.282
O 0.286 1.360 -1.093
S 1.283 2.424 -1.771
O 1.590 3.410 -0.798
O 0.737 2.872 -3.000
O 2.430 1.394 -2.028
H 2.496 1.711 2.461
H 3.512 0.277 2.350
H 4.215 1.856 2.740
H 4.500 2.204 0.585
H 3.946 -0.442 0.343
H 4.492 0.650 -0.928
H 3.397 -1.596 -1.374
H 2.998 -0.697 -2.802
H 1.728 -2.573 -2.876
H 0.626 -1.263 -2.628
H 0.517 -3.652 -1.334
H -0.229 -2.196 -0.747
H 1.849 -1.750 0.653
H 2.432 -3.335 0.173
H 1.352 -3.649 2.267
H 0.326 -4.352 1.035
H -1.230 -2.500 1.096
H -0.996 -3.196 2.673
H 0.020 -1.322 3.561
H 0.653 -0.753 2.025
H -2.319 -0.842 2.599
H -1.526 -0.047 1.265
H -1.939 0.933 4.038
H -0.304 1.148 3.458
H -0.991 2.505 1.617
H -1.970 3.062 3.000
H -3.171 2.723 -0.253
H -4.502 3.003 0.882
H -2.979 3.895 1.070
H 0.545 -0.362 -0.029
H 1.319 1.035 0.662
N -4.216 -1.066 -2.743
C -4.616 0.203 -2.756
C -3.752 1.282 -2.873
C -2.395 1.029 -2.976
C -1.961 -0.285 -2.968
C -2.908 -1.291 -2.851
H -5.687 0.358 -2.669
H -4.135 2.294 -2.880
H -1.685 1.841 -3.069
H -0.912 -0.522 -3.055
H -2.609 -2.335 -2.845